The following is a DFT calculation (ωB97M-V/def2-TZVPD) of C22H14AuN6S2Te4 as an isolated structure.

```
49
Properties=species:S:1:pos:R:3:forces:R:3
Au -0.007408 -0.458736 -0.308597 0.1425 -0.1421 -0.2868
S -7.817179 0.160026 0.073507 -0.0629 0.0104 0.0498
N -6.653917 1.276507 0.061653 0.0212 -0.1343 -0.0453
C -5.505290 0.617082 0.065550 0.2042 0.2463 0.0188
C -4.183937 1.230939 0.040842 -0.2717 -0.0169 0.0065
C -4.014429 2.613678 0.016317 -0.0580 0.0534 -0.0001
C -2.740871 3.125294 -0.019972 0.0574 0.0207 -0.0013
C -1.669546 2.239547 -0.049755 0.0086 -0.0577 -0.0279
N -1.816811 0.918731 -0.031263 -0.0179 -0.1047 0.0765
C -3.061842 0.402215 0.032428 0.1430 -0.2565 0.0122
C -3.225595 -1.075167 0.097983 0.2072 0.2970 0.0001
N -2.115487 -1.814129 0.157567 -0.0687 -0.0772 0.0464
C -2.219737 -3.130824 0.206503 -0.0070 0.0254 0.0067
C -3.442842 -3.798179 0.206134 0.0292 0.0019 0.0054
C -4.593973 -3.046904 0.162340 -0.0517 -0.0365 -0.0048
C -4.493627 -1.657039 0.110586 -0.2703 0.0838 0.0137
C -5.657251 -0.783757 0.086561 0.1087 -0.2972 0.0115
N -6.921216 -1.179983 0.096922 0.0564 0.1244 -0.0400
H -4.887548 3.253083 0.026589 0.0070 -0.0054 -0.0015
H -2.557987 4.190324 -0.036045 0.0081 -0.0122 0.0000
H -0.654428 2.608547 -0.097487 -0.0203 -0.0062 0.0016
H -1.288648 -3.687078 0.249702 0.0014 0.0042 -0.0047
H -3.474960 -4.877630 0.245829 0.0028 0.0030 0.0002
H -5.573920 -3.506001 0.168359 0.0062 0.0031 0.0021
Te 4.088719 -0.916165 -1.108253 0.0108 0.0372 -0.0296
Te 4.002720 -1.166878 1.603410 -0.0741 -0.0100 0.0470
Te 1.786535 -2.557456 1.696050 0.0004 0.1168 0.0783
Te 1.704143 -2.078506 -1.439962 -0.1735 0.1171 -0.0508
S 2.344278 6.212645 0.037613 -0.1289 0.1025 0.0661
C 2.069744 4.450083 0.016190 0.0857 -0.0149 -0.0101
C 1.969265 3.735272 1.201796 -0.0259 -0.0293 0.0481
C 1.757238 2.365196 1.138253 0.0063 0.0442 -0.0515
N 1.642894 1.698264 -0.009849 0.0065 0.0278 0.1731
C 1.733332 2.391248 -1.144833 0.0474 0.0085 -0.0019
C 1.938703 3.760874 -1.183196 0.0241 -0.0297 -0.0375
C 4.097668 6.224725 -0.295395 0.0634 -0.0968 -0.0662
C 5.015492 6.081258 0.734084 -0.0258 -0.0054 0.0208
C 6.366083 6.079834 0.416205 0.0597 0.0178 -0.0796
N 6.834160 6.215110 -0.824075 -0.1600 0.0022 0.0425
C 5.940391 6.373480 -1.797900 0.0827 0.0040 0.0404
C 4.567769 6.387370 -1.588986 -0.0178 0.0162 -0.0113
H 2.054571 4.235749 2.156869 0.0147 -0.0025 -0.0085
H 1.676774 1.778353 2.046978 -0.0104 -0.0005 -0.0046
H 1.629322 1.820850 -2.062205 -0.0009 0.0040 -0.0025
H 1.996918 4.282393 -2.129045 0.0085 -0.0062 0.0049
H 4.688284 5.980368 1.760280 0.0100 -0.0109 -0.0074
H 7.107934 5.968869 1.198793 0.0038 -0.0035 -0.0051
H 6.337710 6.497713 -2.798852 0.0080 -0.0041 0.0054
H 3.884404 6.530606 -2.415123 0.0096 -0.0115 0.0011
```
Forces are in eV/Å.

As for the net charge: +1. The value obtained for the LUMO energy (spin up / spin down) is -3.8950 / -5.1854 eV. The calculation puts the molar mass at 1133.897 g mol⁻¹. As for the HOMO energy (spin up / spin down): -10.26 / -10.71 eV. For the energy relative to the best compared isomer or geometry (same formula, charge and spin), the calculation gives 0.0 kJ/mol. As for the multiplicity: 3.

Here are the natural (NBO) charges for atoms 1 to 6, given in e: number 1, Au, carries 0.596; number 2, S, carries 0.972; number 3, N, carries -0.587; number 4, C, carries 0.087; number 5, C, carries -0.017; number 6, C, carries -0.113

=====

The following is a DFT calculation (ωB97M-V/def2-TZVPD) of C22H15AsBiO5 as an isolated structure in a non-equilibrium geometry.

```
44
Properties=species:S:1:pos:R:3:forces:R:3
Bi -2.054750 1.555483 -2.394214 4.9290 -4.2613 -0.1999
O -1.794719 0.973558 -6.021278 0.0873 -0.1829 -0.9183
C -1.897008 1.178517 -4.940010 0.1037 -0.1272 -0.9596
C -3.480120 0.614119 -0.781398 -3.9699 -2.6094 3.6812
O -4.244629 0.042120 -0.151840 2.5635 2.1907 -2.5501
C -1.071303 3.237090 -1.042684 2.3545 3.9525 2.4631
O -0.480586 4.078712 -0.554779 -1.8307 -2.7046 -1.4566
C -3.733646 3.131265 -2.381434 -7.7869 7.2086 -0.2769
O -4.596547 3.908589 -2.522030 4.9659 -4.5031 0.6298
O -0.343866 0.257684 -1.629278 -3.2948 2.4216 -1.7579
As 0.242204 -0.226493 -0.090034 0.8586 -0.4234 0.3955
C 0.573617 -2.012894 -0.611503 0.5387 -0.9403 0.3966
C -0.477055 -2.881774 -0.969053 0.5973 -0.3330 0.1499
C -0.183012 -4.220780 -1.263313 0.2701 0.3695 -0.0064
C 1.143722 -4.691501 -1.223125 -0.0398 0.8578 0.2427
C 2.181851 -3.805928 -0.882598 -0.5250 0.0156 -0.1732
C 1.904025 -2.464918 -0.583689 -0.4222 -0.4174 -0.0110
C 1.790482 0.889132 0.053330 0.4065 -0.0874 0.7796
C 2.621123 0.582386 1.144337 0.2310 0.4246 -0.1523
C 3.792132 1.317657 1.359041 -0.1762 0.1976 -0.4003
C 4.137731 2.363142 0.484829 -0.6572 -0.4636 -0.0844
C 3.302049 2.663429 -0.606946 -0.1782 -0.3671 0.3635
C 2.124702 1.931457 -0.829745 0.2566 -0.1620 0.4987
C -1.004597 0.012012 1.382290 0.2042 0.1494 -0.3062
C -2.136317 -0.805890 1.514772 0.1760 0.0801 0.5497
C -2.928186 -0.709208 2.662343 0.2632 0.2539 -0.1178
C -2.593469 0.193978 3.683739 0.4574 0.0905 -0.5333
C -1.455777 1.008118 3.542692 -0.1907 -0.2821 -0.2873
C -0.658121 0.922064 2.393897 -0.4191 -0.0418 0.1972
H -1.503944 -2.528445 -1.013147 0.0801 -0.1353 0.0003
H -0.986352 -4.903099 -1.529190 0.1257 0.1454 0.0342
H 1.366068 -5.732490 -1.454923 -0.0840 0.2775 0.0821
H 3.207133 -4.158297 -0.851340 -0.1088 0.0434 -0.0184
H 2.707202 -1.782632 -0.323522 -0.0177 -0.1521 -0.0213
H 2.352583 -0.225846 1.824389 0.1409 0.1376 -0.0447
H 4.429358 1.075645 2.203905 -0.0641 0.0429 -0.1277
H 5.048302 2.933913 0.653951 -0.2025 -0.1123 -0.0715
H 3.570141 3.470113 -1.281851 -0.0337 -0.1204 0.0592
H 1.489369 2.165839 -1.678054 0.1576 -0.0976 -0.0505
H -2.387622 -1.520727 0.742774 0.0526 -0.1902 0.1334
H -3.802464 -1.342266 2.762239 0.0703 0.0141 0.0298
H -3.211837 0.265086 4.576977 0.1768 -0.0506 -0.1850
H -1.185725 1.700797 4.331935 -0.0138 -0.0594 -0.0720
H 0.227862 1.541282 2.293536 -0.0523 -0.0487 0.0958
```
Forces are in eV/Å.

As for the net charge: +3. The value obtained for the LUMO energy is -13.2444 eV. The calculation puts the molar mass at 643.259 g mol⁻¹. As for the HOMO energy: -17.17 eV. For the energy relative to the best compared isomer or geometry (same formula, charge and spin), the calculation gives 0.0 kJ/mol. As for the multiplicity: 1.

Here are the natural (NBO) charges for atoms 1 to 6, given in e: number 1, Bi, carries 1.667; number 2, O, carries -0.258; number 3, C, carries 0.446; number 4, C, carries 0.497; number 5, O, carries -0.230; number 6, C, carries 0.495

=====

The following is a DFT calculation (ωB97M-V/def2-TZVPD) of C22H15BClN2O6Ru as an isolated structure.

```
48
Properties=species:S:1:pos:R:3:forces:R:3
Ru 0.534686 0.179906 0.472703 0.0273 0.0242 -0.0773
C 2.209470 -0.017271 2.130937 0.0503 -0.0392 -0.0019
C 2.545451 -0.984144 1.151842 0.0146 -0.0977 -0.0008
C 1.659215 -2.088339 1.312745 0.1010 0.0147 0.0168
C 0.781674 -1.799209 2.366349 0.0421 0.0085 0.0117
C 1.097713 -0.516425 2.862439 0.0541 -0.0804 0.0023
H 2.725179 0.912697 2.314136 -0.0404 -0.0034 -0.0344
H 3.378979 -0.932296 0.466068 -0.0545 0.0181 -0.0058
H 1.669306 -2.987370 0.717231 -0.0154 -0.0111 -0.0397
H -0.032731 -2.419773 2.704236 -0.0252 0.0000 -0.0018
H 0.579957 0.001677 3.653732 -0.0134 0.0252 -0.0164
O -4.967116 -1.992227 -0.457159 0.0463 -0.0982 -0.2292
C -4.156071 -2.578075 -1.320667 -0.0845 -0.0255 0.1803
O -4.539041 -3.375111 -2.136743 -0.0191 -0.0268 -0.0767
C -2.705311 -2.226687 -1.231499 0.0978 -0.0158 -0.0356
C -1.704913 -2.748863 -2.041087 -0.0435 0.0100 -0.0497
Cl -1.771239 -3.842817 -3.331405 -0.0388 0.0214 0.0345
N -0.527995 -2.195733 -1.672953 -0.0733 -0.0195 0.0400
N -0.722051 -1.340539 -0.659526 0.0108 0.0182 -0.1263
C -2.012107 -1.343418 -0.380302 0.0289 0.0380 0.0023
C -2.430707 -0.434775 0.746825 0.0567 -0.0842 0.0718
O -3.614837 -0.384829 1.063561 -0.0593 0.0821 0.0397
O -1.469541 0.201940 1.291507 -0.2265 -0.0153 -0.0106
C 0.789499 -2.352098 -2.198376 -0.0569 -0.0203 0.0335
C 1.382062 -3.602677 -2.223067 0.0521 -0.0023 -0.0511
C 2.690463 -3.709207 -2.668269 -0.0079 0.0010 -0.0095
C 3.391766 -2.576215 -3.060556 -0.0465 0.0102 0.0171
C 2.781994 -1.329793 -3.024358 -0.0269 -0.0177 0.0211
C 1.466375 -1.212099 -2.599006 0.0621 0.1024 -0.0151
H -4.493333 -1.348261 0.142226 0.0239 0.0541 0.1171
H 0.831742 -4.473436 -1.893755 -0.0119 0.0048 0.0054
H 3.164044 -4.680725 -2.697754 0.0256 -0.0046 0.0043
H 4.415778 -2.666127 -3.394428 0.0285 -0.0019 -0.0178
H 3.323832 -0.446151 -3.331138 0.0182 0.0126 -0.0166
H 0.968264 -0.246035 -2.579097 0.0452 -0.1047 -0.0080
O -0.122155 3.471558 -0.554354 0.0099 -0.0418 -0.0671
B 0.436842 2.356131 0.031221 0.1520 -0.2936 0.3915
O 0.548635 2.552475 1.430811 -0.1046 0.4044 0.0954
C -0.050116 3.768591 1.691428 0.0534 -0.0111 -0.2361
C -0.264949 4.394492 2.895023 -0.0372 0.1163 -0.0522
C -0.889530 5.640116 2.834503 0.0043 -0.0054 -0.0170
C -1.267552 6.208304 1.621394 0.0191 -0.0458 -0.0251
C -1.044430 5.557151 0.408123 0.0030 0.0170 0.1561
C -0.431921 4.329278 0.483856 -0.0374 0.0590 -0.0520
H 0.028098 3.942309 3.830779 0.0131 -0.0150 0.0308
H -1.088275 6.175885 3.752211 -0.0034 0.0052 0.0203
H -1.752460 7.174338 1.617490 -0.0100 0.0243 0.0134
H -1.342643 5.983879 -0.537876 -0.0040 0.0093 -0.0316
```
Forces are in eV/Å.

As for the net charge: 0. The value obtained for the LUMO energy (spin up / spin down) is 0.0164 / -1.8311 eV. The calculation puts the molar mass at 550.705 g mol⁻¹. As for the HOMO energy (spin up / spin down): -7.51 / -9.01 eV. For the energy relative to the best compared isomer or geometry (same formula, charge and spin), the calculation gives 59.2 kJ/mol. As for the multiplicity: 6.

Here are the Löwdin charges for atoms 1 to 6, given in e: number 1, Ru, carries 1.417; number 2, C, carries -0.222; number 3, C, carries -0.205; number 4, C, carries -0.158; number 5, C, carries -0.140; number 6, C, carries -0.151

=====

- The highest net charge belongs to which entry?
  C22H15AsBiO5

=====

- The highest multiplicity belongs to which entry?
  C22H15BClN2O6Ru

=====

- Among the records above, which one has the highest net charge?
  C22H15AsBiO5

=====

- Which value of energy relative to the best compared isomer or geometry (same formula, charge and spin) does entry 3 give?
  59.2 kJ/mol